(1)
199
Properties=species:S:1:pos:R:3 method="wB97M-V/def2-TZVPD" de_lowest_kcal_mol=0.0 fmax_ev_per_a=2.98 e_tot_ha=-4772.54489 charge=+4 mol_weight_g_mol=1075.965 e_lumo_ev=-6.82 homo_lumo_gap_ev=8.67
H -23.157 -2.928 -14.709
H -22.677 -2.249 -6.937
C -29.095 -6.819 -15.054
C -28.298 2.118 -20.724
C -29.826 2.035 -20.379
H -30.105 -1.938 -12.090
C -27.613 0.696 -27.674
H -23.070 -3.830 -6.173
C -25.030 -6.276 -10.789
H -23.541 -1.032 -25.237
H -25.149 -7.033 -12.899
H -27.664 0.900 -28.721
Cl -27.752 -4.556 -19.371
H -27.388 -8.527 -15.878
H -24.448 -1.492 -22.324
H -27.680 -1.857 -18.641
C -25.510 -9.370 -20.751
H -25.079 -2.005 -7.553
H -25.205 1.357 -14.094
C -23.835 -3.706 -11.811
H -22.961 -1.401 -15.211
H -20.819 0.073 -20.510
N -29.128 -6.144 -17.498
H -26.235 -8.969 -20.003
C -23.836 -6.597 -19.081
H -29.411 -10.826 -17.440
C -24.717 -1.440 -23.417
H -30.105 -2.405 -16.093
H -31.305 -2.858 -21.334
H -27.881 2.818 -27.175
H -26.162 6.693 -13.160
C -29.570 -2.116 -11.148
H -28.614 2.803 -22.676
H -23.203 4.343 -12.975
C -20.264 0.082 -23.046
H -23.988 7.772 -14.759
H -16.134 -1.618 -20.757
H -29.160 -1.165 -10.796
H -32.419 -0.792 -20.748
H -24.309 -6.400 -9.979
H -26.391 -0.787 -19.140
H -27.987 3.123 -20.494
H -32.674 -2.088 -19.608
C -28.616 -3.306 -11.106
H -21.921 -2.046 -13.898
H -22.759 6.535 -14.728
H -25.577 2.470 -15.388
H -23.320 -8.777 -16.578
H -25.478 0.594 -23.406
H -16.079 -1.234 -22.477
H -27.293 -5.325 -12.094
H -23.633 -6.529 -12.348
C -30.057 2.392 -18.934
H -29.236 -1.299 -14.986
O -17.990 -1.136 -21.569
H -23.263 7.243 -13.165
H -20.401 -0.175 -24.084
H -23.156 -0.169 -23.778
C -23.442 -1.151 -24.152
H -26.111 -3.535 -18.368
H -29.243 -0.799 -20.221
C -23.501 -9.166 -12.945
H -29.914 0.850 -24.812
H -23.663 -2.394 -5.443
C -16.666 -1.716 -21.705
H -19.259 -0.596 -20.376
H -27.073 -7.931 -17.529
H -26.933 -2.368 -12.126
H -26.931 -1.332 -15.342
H -28.034 -10.583 -16.320
H -29.091 -1.121 -16.807
O -28.144 -2.787 -16.028
H -22.725 -2.042 -11.744
H -29.361 1.854 -27.145
H -30.380 2.768 -20.976
C -28.291 1.837 -26.848
C -29.185 -1.824 -15.977
N -23.405 -7.883 -17.062
H -25.931 -0.277 -24.731
C -24.844 2.278 -14.598
H -23.052 -10.168 -12.786
C -24.512 -7.047 -12.005
H -23.637 -3.404 -9.049
H -26.531 0.739 -27.383
H -25.908 -9.019 -21.677
H -29.770 -6.891 -17.718
H -18.583 -1.629 -23.503
H -25.203 -1.082 -17.034
H -26.023 -6.659 -10.476
C -25.691 -3.817 -9.478
H -29.602 3.370 -18.714
C -23.831 4.370 -13.884
H -19.394 0.749 -22.911
C -28.866 0.627 -24.684
H -27.880 -0.337 -27.445
C -28.517 -10.246 -17.202
Cl -23.008 -0.532 -19.095
H -28.800 -2.213 -21.200
H -21.093 -1.719 -22.389
O -24.169 -8.994 -20.557
C -28.053 1.971 -22.228
H -23.179 4.197 -14.773
C -31.930 -1.389 -19.969
H -23.899 -5.780 -18.363
H -25.048 5.980 -12.161
H -30.285 1.065 -20.515
H -26.272 -3.031 -15.442
H -24.297 -1.691 -11.143
H -20.809 -1.373 -20.083
C -23.788 -2.211 -11.952
H -24.897 -3.574 -17.073
C -28.108 1.765 -25.358
H -22.484 -7.523 -17.130
C -23.651 6.919 -14.148
C -25.802 -0.402 -23.672
H -28.371 2.776 -25.031
C -29.827 -0.686 -22.353
N -25.541 5.875 -13.047
C -30.852 -2.233 -20.541
H -29.688 -5.361 -17.235
C -28.321 -6.746 -16.355
O -28.828 -8.881 -17.160
C -18.850 -1.764 -22.425
H -29.768 1.643 -18.259
P -25.279 -4.521 -11.050
H -30.719 -0.061 -22.341
C -23.649 -9.134 -19.287
H -26.111 5.001 -12.899
N -25.432 -2.997 -17.827
C -26.966 -1.142 -18.282
C -27.828 -8.093 -16.749
C -24.173 -8.511 -11.721
H -29.177 -4.241 -11.183
C -27.018 -0.780 -22.896
H -24.210 -4.806 -8.203
H -30.420 -2.391 -10.459
H -16.751 -2.750 -22.077
H -25.593 -10.477 -20.772
H -28.680 -7.489 -14.340
C -24.142 -7.934 -18.429
N -20.263 -0.751 -20.688
H -29.226 -5.889 -14.532
H -24.960 -9.123 -11.323
C -20.170 -1.132 -22.160
H -24.140 -0.566 -13.196
C -24.560 5.658 -14.154
H -25.620 -3.369 -6.648
H -26.673 -0.675 -21.841
H -23.967 -10.118 -18.891
H -23.832 2.103 -14.988
H -31.583 -0.681 -19.247
H -23.843 -7.097 -16.506
H -28.041 -3.202 -13.222
H -25.868 -2.758 -9.654
H -28.524 -5.846 -18.347
H -25.150 5.593 -15.045
C -24.741 -3.003 -7.225
H -22.636 -8.558 -13.345
C -24.060 -1.617 -13.353
O -24.786 3.337 -13.639
H -27.593 -0.351 -17.918
H -28.064 -3.359 -10.189
H -22.600 -1.786 -23.899
P -28.507 0.292 -22.975
H -23.833 -4.179 -12.812
H -26.607 -4.265 -9.142
C -24.511 -3.781 -8.530
H -30.061 -7.225 -15.278
H -24.616 -6.455 -19.822
C -23.498 -2.817 -6.439
H -22.875 -6.639 -19.623
H -27.359 -1.806 -23.033
H -26.114 -4.548 -13.182
H -27.027 2.030 -22.568
H -23.407 -8.561 -10.958
C -26.061 -1.738 -17.213
C -27.571 -3.249 -12.227
H -24.997 -1.989 -13.823
H -23.020 -4.197 -11.313
Cl -24.541 -5.279 -15.664
H -29.948 -1.429 -23.132
H -22.588 -9.086 -19.281
H -21.143 0.680 -22.659
H -24.691 -2.693 -18.479
C -26.792 -2.238 -15.950
H -28.724 -0.312 -25.231
H -25.128 -2.381 -23.815
H -18.839 -2.826 -22.152
C -29.626 -1.480 -21.043
H -25.197 -7.979 -18.101
C -26.647 -4.447 -12.217
H -27.708 1.368 -20.128
H -27.849 -10.401 -18.066
H -27.431 -6.148 -16.324
H -24.277 -9.250 -13.716
C -22.932 -1.968 -14.287
H -30.453 -2.931 -19.831
H -27.001 1.687 -25.203
H -31.165 2.499 -18.806

***

(2)
96
Properties=species:S:1:pos:R:3 method="wB97M-V/def2-TZVPD" de_lowest_kcal_mol=157.0 fmax_ev_per_a=2.33 e_tot_ha=-5216.12589 charge=-1 mol_weight_g_mol=1033.161 e_lumo_ev="0.00 / 1.62" homo_lumo_gap_ev="3.28 / 4.91"
C 2.752 3.532 0.233
H -1.695 -2.718 6.073
S 0.206 -0.501 -4.690
C -2.481 2.992 3.523
H 0.593 3.893 5.668
H 3.279 -6.756 2.412
H 3.507 5.526 0.057
H -2.837 4.473 -2.427
C 3.498 -4.788 1.582
C -4.885 -1.906 -0.523
C -4.539 2.416 -0.362
C 2.854 -5.765 2.327
H 2.924 -1.932 4.279
H -3.319 -0.891 5.364
H -4.333 -1.455 3.300
S 3.582 0.000 -3.228
S 1.661 0.967 0.608
N -6.056 -2.575 -0.594
C -1.760 -2.499 5.008
C -0.274 3.646 5.070
C -0.107 3.123 3.805
C -2.245 2.631 0.351
C -1.280 -0.410 4.600
C -0.489 -1.714 4.541
H -3.701 1.387 1.313
Sb 1.369 -0.307 -2.691
C 2.522 0.740 2.228
O 2.740 0.495 -0.259
H -3.238 -3.538 2.224
N -2.600 -0.355 -2.607
C 0.369 4.731 1.052
H -2.032 -4.630 4.295
H -5.099 3.518 -2.114
C 4.060 -0.114 4.372
H 4.418 -5.022 1.065
H -1.743 0.193 -2.530
C -2.650 3.505 4.797
C -2.587 -1.233 4.633
N -4.321 -1.518 -1.651
H 0.894 2.953 3.425
H -3.343 2.737 2.928
H -6.346 -3.050 0.242
N -4.407 -1.661 0.709
H -0.557 5.197 1.362
C -3.167 -0.852 -1.522
C -2.642 -2.940 2.910
H -5.519 1.981 -0.225
C -3.519 2.090 0.514
C -0.848 -0.064 3.179
H -1.180 -2.630 1.232
H -1.166 0.322 5.394
H 5.065 1.767 4.189
H 3.432 -2.755 0.889
C 3.077 -0.945 3.863
S 0.095 1.407 -1.600
C 2.309 -0.524 2.782
H 0.158 -3.994 3.341
H 1.134 -6.237 3.527
H -1.689 4.250 6.562
N -1.837 0.277 2.240
H -6.313 -2.943 -1.494
C 1.655 -5.479 2.959
N -2.556 -0.670 -0.329
Mg -0.545 -0.352 -0.029
C -2.185 -3.584 4.133
S 0.646 -2.120 -1.331
C -3.249 -1.556 3.278
C 1.657 2.771 0.594
H -0.013 0.650 3.190
C 2.658 4.911 0.321
H 3.686 2.539 2.303
H 0.456 -1.860 5.061
H 4.682 -0.451 5.190
C -1.553 3.840 5.572
H -1.031 3.894 -0.890
C 1.479 5.503 0.752
C 1.767 -3.223 2.153
C -3.040 3.814 -1.595
C 1.105 -4.214 2.868
P -0.859 2.050 1.374
C 3.501 1.570 2.746
C 4.274 1.135 3.812
H 3.652 3.043 -0.114
H 1.420 6.579 0.844
C -1.531 -2.157 2.155
C 0.443 3.346 0.957
C -2.526 -0.940 2.039
C -0.408 -1.553 2.996
H -2.990 -0.540 -3.518
C -4.304 3.277 -1.422
C -1.204 2.800 3.009
H -3.650 3.641 5.188
C 2.956 -3.521 1.490
P 1.079 -1.562 1.914
C -3.234 -1.063 0.743
C -2.019 3.495 -0.719

***

(3)
19
Properties=species:S:1:pos:R:3 method="wB97M-V/def2-TZVPD" de_lowest_kcal_mol=85.1 fmax_ev_per_a=5.15 e_tot_ha=-344.17982 charge=-1 mol_weight_g_mol=104.153 e_lumo_ev="3.52 / 3.52" s_squared=0.75 multiplicity=2 homo_lumo_gap_ev="2.15 / 8.05"
H 0.105 0.578 1.560
C 0.866 -1.413 0.458
H 1.565 1.028 -1.275
H -0.758 -0.844 -0.654
H -1.526 2.488 1.557
H 0.379 -3.348 -0.434
N 1.130 -2.556 -0.462
C -1.609 1.631 0.818
H 1.236 -0.415 -2.097
C 0.112 -0.177 -0.369
H 1.843 -3.255 -0.718
C -0.173 1.013 0.568
O -2.108 2.145 -0.471
H -2.368 3.016 -0.211
H 1.923 -0.915 0.818
H -2.275 0.815 1.049
H 0.617 1.934 0.224
N 0.753 0.273 -1.598
H 0.290 -1.998 1.235

***

(4)
8
Properties=species:S:1:pos:R:3 method="wB97M-V/def2-TZVPD" de_lowest_kcal_mol=75.9 fmax_ev_per_a=4.22 e_tot_ha=-589.04699 mol_weight_g_mol=80.108 e_lumo_ev=-0.83 homo_lumo_gap_ev=9.51
H -0.331 -0.085 -2.145
H 1.356 -0.739 -0.120
C 0.857 0.018 0.543
H 1.219 0.939 0.215
S -0.834 0.022 -0.191
H 0.787 -0.251 1.548
O -1.531 -1.170 0.102
O -1.524 1.265 0.047

***

(5)
67
Properties=species:S:1:pos:R:3 method="wB97M-V/def2-TZVPD" de_lowest_kcal_mol=30.6 fmax_ev_per_a=2.66 e_tot_ha=-1447.19708 charge=+2 mol_weight_g_mol=618.424 e_lumo_ev="-6.99 / -7.29" s_squared=2.01 multiplicity=3 homo_lumo_gap_ev="6.35 / 6.42"
H 2.453 3.332 -0.750
H 0.250 -2.337 -3.807
C -1.588 1.539 2.925
H -0.697 -3.725 -2.955
C -0.843 -0.868 -2.668
H -1.516 0.800 -6.098
H 1.999 -2.028 1.619
C -0.752 2.804 2.720
C 1.953 0.195 -0.969
H 2.823 2.375 -2.199
H -3.072 -1.969 0.002
H -0.091 2.957 3.575
N -0.777 -1.372 -1.357
H -3.709 1.528 -2.169
C -1.307 0.347 -5.139
H -0.201 -1.296 -5.961
H 0.112 -1.623 2.731
H -1.369 3.699 2.641
C 1.739 -1.016 -0.258
C -0.240 -5.080 -1.382
H 0.218 -6.233 0.370
H 1.632 -1.943 -0.805
H -0.990 0.763 3.397
H -2.931 0.447 1.807
H 3.033 -0.073 2.744
H 3.636 1.910 1.422
C -0.668 -2.733 -1.038
C -0.070 -5.269 -0.023
C -2.750 -2.095 1.033
O 0.536 3.685 0.896
O 0.277 1.479 1.043
C -3.244 1.034 -1.316
C -0.590 -0.836 -5.063
H -3.600 0.005 -1.279
H -2.468 1.829 1.125
C -1.443 0.393 -2.750
H 4.074 2.715 -0.991
C 2.715 0.000 1.711
C -1.719 0.973 -3.973
H -0.184 2.454 -1.611
H 1.833 0.204 -2.047
H -1.518 2.947 -0.556
C -0.543 -3.825 -1.894
H -1.577 -1.243 3.123
N -1.768 1.037 -1.464
C 0.099 2.726 1.469
H -3.292 -1.406 1.677
C -1.266 2.438 -1.484
H -0.125 -5.914 -2.062
C -0.921 -1.917 2.579
H -1.072 -2.909 3.002
C 3.018 2.480 -1.133
C 2.061 -1.076 1.108
N -2.112 1.016 1.621
H -1.715 3.005 -2.299
C 2.655 1.252 -0.367
H -2.993 -3.110 1.349
C -0.679 -2.982 0.350
C -0.353 -1.444 -3.840
C 3.049 1.120 0.969
C -0.345 -4.224 0.851
W -0.410 -0.040 0.098
H -3.562 1.565 -0.421
H -2.236 1.922 -4.050
N -1.275 -1.885 1.140
H -0.313 -4.427 1.913
H -2.423 1.771 3.586

***

(6)
88
Properties=species:S:1:pos:R:3 method="wB97M-V/def2-TZVPD" de_lowest_kcal_mol=67.0 fmax_ev_per_a=9.99 e_tot_ha=-2477.99684 charge=-1 mol_weight_g_mol=660.616 e_lumo_ev="1.51 / 1.48" s_squared=0.75 multiplicity=2 homo_lumo_gap_ev="1.78 / 7.59"
H 2.025 -4.867 0.803
H 3.669 -5.522 0.177
H -4.340 2.410 -0.567
N -1.362 -2.027 6.107
H -2.090 -5.921 -0.381
H 3.124 2.863 -0.302
H 1.256 3.070 -2.975
N 4.158 -4.644 0.272
H 0.279 5.880 1.190
H -2.168 -3.208 3.717
H -1.782 -0.795 3.994
H -0.507 -1.812 -2.687
N -1.735 -5.815 -1.320
H -0.529 1.502 -1.127
H -1.910 -4.840 4.357
N 0.039 -0.324 1.110
C -4.044 4.260 -0.592
O -0.628 -4.526 -2.724
O -3.366 5.268 -0.835
O -1.021 3.151 -2.059
H 0.295 1.735 0.320
C 0.856 1.180 -4.780
N -2.825 -2.025 -3.070
H 1.672 4.745 -2.785
H 0.345 4.405 0.198
N -3.660 3.114 -0.814
C -1.280 -4.655 -1.700
H -2.274 0.607 4.898
N -1.819 -0.294 4.870
N -0.824 -1.945 -3.637
O -0.180 1.511 -5.248
O 2.338 3.584 1.461
H 3.163 5.308 2.881
H -3.777 -1.756 -3.274
H -2.419 -1.973 -2.146
H -5.471 5.104 0.478
H -0.157 -1.756 -4.372
C 3.618 0.979 -0.472
H -5.621 3.433 0.209
H 1.876 1.753 -6.282
H -1.692 -4.067 0.057
H 0.215 5.930 -1.955
C 1.802 4.654 1.586
C 3.568 -3.641 0.701
N 1.984 1.296 -5.388
N 0.727 5.023 0.899
O 4.101 -2.574 0.985
H -1.482 -2.753 5.414
N -0.545 5.279 -1.818
H 3.704 2.551 -1.869
H 0.231 0.187 -3.070
H -0.025 -5.417 4.735
N 0.451 -4.796 4.096
H -0.143 0.388 1.803
N -1.021 -3.936 -0.686
H 1.441 -4.599 4.122
N 3.388 0.979 0.825
H -1.963 -6.411 -2.103
H -0.639 -3.002 -0.666
N 3.409 2.171 -0.981
N 2.372 -3.949 1.042
H 0.181 -1.286 1.383
O 0.082 -3.040 2.839
C -0.156 -0.166 -0.099
O -0.474 -1.001 -0.927
H -2.757 2.944 -1.234
H 1.798 6.403 2.609
O -1.643 -0.063 7.089
C -0.200 4.056 -2.250
H 4.942 -4.497 -0.348
H -1.472 5.481 -1.472
C -1.708 -0.774 6.076
N 0.977 0.580 -3.626
H 2.904 1.151 -4.997
N -0.225 1.089 -0.257
H 1.881 0.269 -3.301
N -1.560 -3.954 4.021
N 2.352 5.599 2.354
O 3.830 0.027 -1.117
H 3.763 0.139 1.243
C -0.342 -3.894 3.579
N 0.972 4.017 -2.769
C -2.036 -2.012 -4.106
H 1.925 -3.277 1.650
N -5.152 4.294 -0.033
H -1.324 -2.428 7.033
O -2.417 -1.971 -5.201
H 3.051 1.839 1.234

***

Copy entry 6 word for word.
88
Properties=species:S:1:pos:R:3 method="wB97M-V/def2-TZVPD" de_lowest_kcal_mol=67.0 fmax_ev_per_a=9.99 e_tot_ha=-2477.99684 charge=-1 mol_weight_g_mol=660.616 e_lumo_ev="1.51 / 1.48" s_squared=0.75 multiplicity=2 homo_lumo_gap_ev="1.78 / 7.59"
H 2.025 -4.867 0.803
H 3.669 -5.522 0.177
H -4.340 2.410 -0.567
N -1.362 -2.027 6.107
H -2.090 -5.921 -0.381
H 3.124 2.863 -0.302
H 1.256 3.070 -2.975
N 4.158 -4.644 0.272
H 0.279 5.880 1.190
H -2.168 -3.208 3.717
H -1.782 -0.795 3.994
H -0.507 -1.812 -2.687
N -1.735 -5.815 -1.320
H -0.529 1.502 -1.127
H -1.910 -4.840 4.357
N 0.039 -0.324 1.110
C -4.044 4.260 -0.592
O -0.628 -4.526 -2.724
O -3.366 5.268 -0.835
O -1.021 3.151 -2.059
H 0.295 1.735 0.320
C 0.856 1.180 -4.780
N -2.825 -2.025 -3.070
H 1.672 4.745 -2.785
H 0.345 4.405 0.198
N -3.660 3.114 -0.814
C -1.280 -4.655 -1.700
H -2.274 0.607 4.898
N -1.819 -0.294 4.870
N -0.824 -1.945 -3.637
O -0.180 1.511 -5.248
O 2.338 3.584 1.461
H 3.163 5.308 2.881
H -3.777 -1.756 -3.274
H -2.419 -1.973 -2.146
H -5.471 5.104 0.478
H -0.157 -1.756 -4.372
C 3.618 0.979 -0.472
H -5.621 3.433 0.209
H 1.876 1.753 -6.282
H -1.692 -4.067 0.057
H 0.215 5.930 -1.955
C 1.802 4.654 1.586
C 3.568 -3.641 0.701
N 1.984 1.296 -5.388
N 0.727 5.023 0.899
O 4.101 -2.574 0.985
H -1.482 -2.753 5.414
N -0.545 5.279 -1.818
H 3.704 2.551 -1.869
H 0.231 0.187 -3.070
H -0.025 -5.417 4.735
N 0.451 -4.796 4.096
H -0.143 0.388 1.803
N -1.021 -3.936 -0.686
H 1.441 -4.599 4.122
N 3.388 0.979 0.825
H -1.963 -6.411 -2.103
H -0.639 -3.002 -0.666
N 3.409 2.171 -0.981
N 2.372 -3.949 1.042
H 0.181 -1.286 1.383
O 0.082 -3.040 2.839
C -0.156 -0.166 -0.099
O -0.474 -1.001 -0.927
H -2.757 2.944 -1.234
H 1.798 6.403 2.609
O -1.643 -0.063 7.089
C -0.200 4.056 -2.250
H 4.942 -4.497 -0.348
H -1.472 5.481 -1.472
C -1.708 -0.774 6.076
N 0.977 0.580 -3.626
H 2.904 1.151 -4.997
N -0.225 1.089 -0.257
H 1.881 0.269 -3.301
N -1.560 -3.954 4.021
N 2.352 5.599 2.354
O 3.830 0.027 -1.117
H 3.763 0.139 1.243
C -0.342 -3.894 3.579
N 0.972 4.017 -2.769
C -2.036 -2.012 -4.106
H 1.925 -3.277 1.650
N -5.152 4.294 -0.033
H -1.324 -2.428 7.033
O -2.417 -1.971 -5.201
H 3.051 1.839 1.234